ORCA calculation (ωB97M-V/def2-TZVPD) on a molecular structure, C30H27F6I2NO9P2S6Zr.

Structure (XYZ):
```
84
Properties=species:S:1:pos:R:3:forces:R:3
Zr -0.092 -0.083 -0.336 2.27 -0.35 -0.80
S 3.408 -1.328 -3.367 -0.02 -0.01 0.09
C 2.523 -0.928 -2.038 0.21 -0.12 0.03
S 1.373 -2.008 -1.305 -0.01 -0.02 0.20
S 2.612 0.609 -1.251 -0.38 -0.07 -0.30
F -2.569 2.216 3.505 0.01 -0.03 0.03
C -2.238 0.967 3.815 -0.26 -0.19 0.01
F -1.850 0.913 5.085 -0.03 0.02 -0.03
F -3.289 0.178 3.639 0.05 0.03 0.03
S -0.843 0.466 2.738 -0.87 -0.49 -0.26
O -1.439 0.477 1.380 0.50 0.36 0.91
O 0.128 1.474 3.043 0.09 -0.26 0.06
N -0.610 -1.025 3.202 0.50 0.17 -0.25
S -0.312 -2.213 2.175 -0.87 0.50 0.11
O -0.757 -1.896 0.801 0.40 -0.57 0.69
O 0.922 -2.902 2.356 -0.13 0.19 0.04
C -1.607 -3.385 2.749 -0.13 -0.05 -0.07
F -1.726 -4.363 1.859 0.03 -0.04 0.07
F -2.779 -2.770 2.878 0.04 -0.05 -0.05
F -1.246 -3.886 3.924 -0.04 -0.02 -0.03
I -2.853 2.062 -0.996 -0.59 -0.01 0.16
C -4.286 0.483 -1.230 0.16 0.11 0.12
I -4.137 -1.066 0.216 -0.36 0.13 -0.11
H -4.101 0.068 -2.212 0.00 -0.03 0.00
H -5.267 0.926 -1.137 -0.01 0.02 -0.05
O 0.181 1.967 0.051 0.14 0.69 -0.04
P 1.308 2.937 0.355 -0.12 -0.30 0.24
C 2.699 2.204 1.274 -0.10 -0.15 -0.20
P 2.613 0.416 1.694 -0.09 -0.08 0.26
O 1.292 -0.272 1.337 0.51 0.30 0.40
C 2.867 0.441 3.495 -0.07 0.10 0.09
C 3.699 1.406 4.067 -0.04 -0.03 0.01
C 3.900 1.442 5.438 0.02 -0.03 0.00
C 3.279 0.509 6.256 0.02 -0.01 -0.01
C 2.508 -0.493 5.687 0.04 -0.02 0.02
C 2.320 -0.540 4.314 0.03 0.00 -0.06
C 4.064 -0.491 1.188 0.12 0.05 -0.19
C 3.943 -1.864 1.007 0.02 0.00 0.05
C 5.068 -2.605 0.672 -0.01 0.00 0.01
C 6.301 -1.987 0.540 0.00 0.01 0.01
C 6.422 -0.618 0.752 0.00 0.01 0.00
C 5.307 0.132 1.079 -0.02 -0.04 -0.01
C 1.917 3.692 -1.138 0.07 0.10 -0.12
C 1.078 3.704 -2.249 0.03 -0.02 -0.03
C 1.511 4.294 -3.425 0.00 0.02 0.01
C 2.774 4.866 -3.493 -0.02 0.00 0.00
C 3.603 4.868 -2.380 0.00 0.00 0.01
C 3.173 4.289 -1.198 -0.05 0.05 0.00
C 0.604 4.261 1.337 0.04 0.14 0.17
C -0.567 4.825 0.826 0.00 -0.01 0.02
C -1.180 5.877 1.481 0.00 0.00 0.00
C -0.622 6.388 2.646 -0.02 -0.03 0.02
C 0.536 5.829 3.163 0.03 -0.01 -0.03
C 1.149 4.767 2.512 -0.05 0.02 -0.02
H 2.782 2.741 2.212 0.07 0.02 -0.01
H 3.596 2.343 0.668 0.03 0.05 0.04
H 4.225 2.127 3.453 -0.04 0.03 0.02
H 4.547 2.198 5.865 -0.02 0.01 0.00
H 3.414 0.552 7.329 0.01 -0.01 -0.01
H 2.048 -1.248 6.312 0.01 0.01 -0.01
H 1.748 -1.345 3.885 -0.08 0.00 0.00
H 2.980 -2.345 1.113 -0.01 0.00 -0.04
H 4.971 -3.669 0.504 0.00 0.00 0.01
H 7.172 -2.569 0.271 -0.01 0.01 -0.01
H 7.384 -0.133 0.650 0.00 -0.01 0.00
H 5.413 1.200 1.232 0.00 -0.01 -0.01
H 0.109 3.222 -2.207 0.03 -0.06 -0.01
H 0.865 4.292 -4.293 0.01 -0.01 0.00
H 3.114 5.313 -4.418 0.00 -0.02 0.01
H 4.588 5.312 -2.435 -0.01 0.01 0.00
H 3.822 4.309 -0.330 0.01 -0.02 -0.02
H -1.004 4.437 -0.086 0.01 0.00 -0.01
H -2.095 6.297 1.083 0.02 0.01 0.00
H -1.093 7.221 3.152 -0.01 -0.02 0.01
H 0.967 6.216 4.077 -0.01 0.00 0.00
H 2.045 4.346 2.948 0.00 0.00 0.00
C -0.349 -1.421 -4.087 0.26 -0.23 0.00
S -1.078 -0.318 -2.954 -0.25 0.17 0.19
O -1.509 -1.055 -1.698 -0.02 0.36 -0.66
O -2.153 0.314 -3.654 -0.06 0.03 0.01
O -0.019 0.607 -2.404 -0.95 -0.28 -0.64
H -1.083 -2.206 -4.267 0.00 0.03 -0.05
H 0.576 -1.832 -3.690 -0.02 -0.01 0.00
H -0.167 -0.839 -4.988 -0.03 -0.02 -0.01
```
Forces are in eV/Å.

Results
Energy above the lowest of the compared OMol25 structures with the same formula, charge and spin ... 27.4 kcal/mol
HOMO energy ... -7.1 eV
Charge ... 0
Kohn-Sham gap ... 7.0171 eV

***

ORCA calculation (ωB97M-V/def2-TZVPD) on a molecular structure, C45H65N6O2SeZn.

Structure (XYZ):
```
120
Properties=species:S:1:pos:R:3:forces:R:3
Zn 2.008 -0.791 -0.300 -0.12 -0.19 0.31
C 2.865 0.760 3.630 -0.29 -0.16 -0.15
C 2.817 0.309 2.198 -1.59 -0.05 0.50
N 1.707 -0.043 1.620 0.11 0.14 0.10
O 0.537 -0.091 2.405 0.60 0.09 0.07
C 4.017 0.197 1.439 1.20 0.13 -0.35
C 5.362 0.646 1.942 -0.27 -0.15 -0.29
N 3.930 -0.384 0.258 0.77 -0.16 0.17
O 4.984 -0.562 -0.437 -0.59 0.14 0.23
H 1.866 0.725 4.062 0.11 0.04 0.02
H 3.259 1.773 3.691 0.05 0.02 0.02
H 3.520 0.095 4.192 0.05 0.03 0.07
H -0.038 -0.689 1.907 0.14 -0.06 -0.18
H 5.385 0.798 3.015 -0.05 0.04 0.11
H 5.654 1.572 1.443 0.12 0.06 0.00
H 6.099 -0.109 1.662 0.03 0.02 0.01
C 1.526 -2.015 -5.793 0.06 0.06 0.31
C 2.474 -1.487 -4.707 0.07 -0.13 -0.01
C 3.926 -1.804 -5.082 -0.19 0.00 0.16
C 2.345 0.010 -4.441 0.00 -0.05 0.21
C 2.555 0.864 -5.512 -0.11 0.15 -0.07
C 2.693 2.228 -5.337 0.09 0.03 -0.18
C 2.748 2.724 -4.046 -0.02 0.00 -0.12
C 2.524 1.920 -2.944 -0.05 -0.15 0.08
C 2.677 2.513 -1.563 0.09 0.06 0.08
C 4.164 2.620 -1.212 -0.11 -0.17 0.03
C 2.030 3.889 -1.421 -0.12 -0.23 0.07
C 2.184 0.556 -3.132 0.09 0.16 -0.23
N 1.657 -0.191 -2.101 0.22 0.04 0.34
C 0.744 -1.146 -2.472 -0.81 -0.60 -0.29
C 0.315 -2.156 -1.686 -0.34 0.03 -1.07
N 0.701 -2.361 -0.377 0.63 0.40 0.36
C 0.025 -3.279 0.393 0.00 -0.12 0.31
C -1.371 -3.614 0.231 -0.05 0.06 -0.09
C -2.000 -4.454 1.133 0.06 -0.05 0.14
C -1.357 -4.996 2.224 0.01 -0.15 0.07
C -0.004 -4.766 2.338 -0.32 -0.02 0.09
C 0.701 -3.965 1.452 0.06 -0.15 -0.06
C 2.198 -4.019 1.748 0.17 0.16 0.06
C 2.528 -3.160 2.973 0.03 -0.24 -0.04
C 3.191 -3.738 0.626 -0.16 -0.08 0.04
C -2.271 -3.158 -0.914 -0.08 0.03 -0.15
C -3.739 -2.949 -0.513 0.22 -0.01 -0.01
C -2.261 -4.217 -2.030 0.14 0.23 -0.04
H 1.617 -3.099 -5.869 0.02 -0.05 -0.07
H 1.755 -1.584 -6.767 0.03 0.03 -0.10
H 0.488 -1.782 -5.560 -0.08 0.03 0.01
H 2.262 -2.039 -3.789 0.05 0.13 -0.14
H 4.210 -1.310 -6.009 0.07 0.04 -0.15
H 4.057 -2.880 -5.197 0.06 -0.11 -0.07
H 4.591 -1.459 -4.294 0.14 0.04 0.08
H 2.622 0.447 -6.510 0.02 -0.03 -0.06
H 2.795 2.890 -6.189 0.09 -0.01 0.00
H 2.951 3.775 -3.902 0.02 0.15 0.06
H 2.200 1.842 -0.840 0.01 0.06 -0.12
H 4.658 3.330 -1.877 0.03 0.07 -0.05
H 4.658 1.657 -1.312 0.09 -0.08 0.02
H 4.283 2.966 -0.185 0.07 0.08 0.12
H 2.585 4.649 -1.967 0.03 0.10 -0.09
H 2.009 4.175 -0.370 0.01 0.10 0.09
H 1.005 3.866 -1.785 -0.07 0.14 -0.07
H 0.316 -1.053 -3.465 -0.01 -0.19 -0.04
H -0.284 -2.905 -2.167 -0.10 0.09 -0.09
H -3.041 -4.701 0.988 -0.10 0.05 -0.02
H -1.890 -5.612 2.932 -0.01 -0.11 0.06
H 0.533 -5.263 3.137 0.13 0.03 0.04
H 2.372 -5.065 2.044 -0.04 0.17 -0.04
H 2.351 -2.113 2.754 -0.02 0.15 -0.01
H 3.572 -3.288 3.257 0.16 0.04 0.04
H 1.905 -3.441 3.821 -0.04 0.02 0.08
H 3.374 -2.674 0.512 0.11 -0.07 -0.08
H 2.841 -4.135 -0.322 0.00 0.00 -0.16
H 4.142 -4.215 0.874 0.08 0.05 -0.01
H -1.902 -2.206 -1.304 -0.09 -0.20 0.04
H -4.258 -3.898 -0.397 -0.11 -0.08 0.03
H -4.255 -2.400 -1.302 -0.07 0.06 -0.04
H -3.820 -2.406 0.424 -0.07 0.10 0.10
H -2.641 -5.159 -1.638 -0.13 -0.10 0.06
H -1.259 -4.415 -2.404 0.02 -0.06 -0.03
H -2.881 -3.904 -2.871 -0.09 -0.02 -0.08
C -3.402 4.641 3.172 0.12 0.05 0.20
C -2.040 4.743 3.848 0.09 -0.02 -0.20
C -0.918 4.084 3.047 -0.18 -0.13 0.26
C -0.865 2.558 3.151 0.60 0.49 0.03
N -1.888 1.877 2.402 -0.27 -0.24 -0.49
C -1.856 1.729 1.051 0.22 0.15 -0.23
Se -0.588 2.392 -0.036 0.44 0.23 -0.40
N -2.932 0.984 0.670 0.40 0.29 0.42
C -3.193 0.583 -0.688 -0.32 -0.27 -0.64
C -4.484 1.153 -1.283 0.28 0.12 0.00
C -4.392 2.630 -1.670 -0.15 -0.10 0.15
C -4.364 3.568 -0.470 0.05 -0.02 -0.18
C -3.626 0.606 1.793 -0.28 -0.09 0.71
C -4.752 -0.184 1.973 0.14 0.13 -0.01
C -5.185 -0.392 3.276 -0.10 -0.09 -0.19
C -4.532 0.175 4.358 0.09 0.11 0.17
C -3.414 0.980 4.189 0.07 -0.01 -0.22
C -2.960 1.178 2.895 -0.63 -0.47 0.17
H -4.149 5.188 3.744 -0.14 0.03 -0.01
H -3.725 3.607 3.093 -0.13 -0.04 -0.06
H -3.353 5.066 2.171 -0.06 0.01 -0.12
H -2.080 4.292 4.844 -0.01 0.07 0.10
H -1.789 5.799 3.980 -0.03 0.00 0.09
H 0.046 4.452 3.405 0.04 0.00 -0.03
H -0.998 4.358 1.992 0.10 0.01 0.02
H -0.945 2.237 4.192 0.02 -0.02 -0.03
H 0.097 2.221 2.754 -0.18 -0.08 0.11
H -3.235 -0.506 -0.717 0.10 0.08 0.04
H -2.334 0.915 -1.280 -0.07 -0.16 0.10
H -5.310 1.003 -0.582 -0.09 -0.03 -0.06
H -4.697 0.570 -2.183 -0.03 -0.06 0.07
H -5.253 2.876 -2.297 0.03 0.00 -0.04
H -3.492 2.779 -2.269 -0.01 0.03 -0.08
H -5.173 3.337 0.223 -0.10 0.01 0.10
H -4.472 4.600 -0.796 -0.02 0.14 0.04
H -3.418 3.487 0.057 0.08 0.07 0.10
H -5.269 -0.631 1.139 -0.01 -0.04 -0.08
H -6.049 -1.013 3.450 -0.09 -0.07 0.00
H -4.896 -0.015 5.355 -0.06 -0.01 0.12
H -2.912 1.428 5.032 0.06 0.04 0.12
```
Forces are in eV/Å.

Results
Energy above the lowest of the compared OMol25 structures with the same formula, charge and spin ... 17.8 kcal/mol
HOMO energy ... -2.7 eV
Charge ... -1
Kohn-Sham gap ... 4.9817 eV

***

ORCA calculation (ωB97M-V/def2-TZVPD) on 2 unconnected molecules or ions with the total composition C3H4ClF.

Structure (XYZ):
```
9
Properties=species:S:1:pos:R:3:forces:R:3
C 0.146 1.020 0.149 0.79 1.65 -0.76
C 0.949 0.015 0.025 0.52 -3.00 -0.53
C 1.498 -1.186 -0.145 3.71 2.73 1.97
F 0.836 -2.267 -0.364 -2.01 -2.19 -0.57
H -0.018 1.408 1.145 -0.68 -0.01 0.02
H -0.069 1.660 -0.736 -0.02 -0.43 0.85
H 2.607 -1.487 0.131 -2.15 1.26 -0.97
Cl -3.026 1.054 -0.084 -0.22 0.15 0.00
H -2.923 -0.217 -0.121 0.05 -0.15 -0.01
```
Forces are in eV/Å.

Results
Energy above the lowest of the compared OMol25 structures with the same formula, charge and spin ... 45.5 kcal/mol
HOMO energy ... -9.3 eV
Charge ... 0
Kohn-Sham gap ... 10.1664 eV

***

ORCA calculation (ωB97M-V/def2-TZVPD) on a molecular structure, C32H46Br2N7O5P3.

Structure (XYZ):
```
95
Properties=species:S:1:pos:R:3:forces:R:3
C 6.402 -1.525 0.404 -0.29 0.24 0.17
C 4.929 -1.275 -0.027 -1.00 0.22 0.48
P 4.786 -0.360 -1.642 2.96 -1.34 -1.67
C 5.296 1.431 -1.479 -0.79 0.33 1.51
C 5.531 1.941 -0.024 0.00 0.85 -0.33
O 3.219 -0.530 -2.341 -2.24 1.81 2.58
P 2.016 0.236 -1.517 -0.50 -0.18 0.04
O 2.452 0.991 -0.293 -0.77 -0.40 -1.79
O 1.199 1.204 -2.621 1.43 -1.91 1.08
Br 1.023 0.216 -4.183 -0.19 0.35 0.03
O 0.860 -0.880 -1.036 0.92 1.56 0.05
P 0.653 -0.720 0.671 0.50 0.76 0.63
O -0.387 0.586 0.934 0.47 -2.06 -0.68
Br -0.572 -2.580 1.168 -0.12 0.68 -0.52
H 6.364 -2.200 1.275 0.12 0.17 -0.40
H 6.924 -0.618 0.739 -0.23 -0.21 -0.20
H 7.001 -1.990 -0.390 -0.28 0.09 0.17
H 4.316 -0.835 0.784 0.48 -0.07 -0.19
H 4.491 -2.277 -0.204 0.05 0.50 -0.23
H 6.237 1.569 -2.034 -0.49 -0.40 -0.06
H 4.526 2.080 -1.932 0.30 -0.32 -0.02
H 6.297 1.386 0.531 -0.33 0.00 -0.23
H 4.607 2.017 0.568 0.30 -0.34 -0.27
H 5.907 2.979 -0.110 -0.09 -0.44 0.11
H -0.038 1.361 0.481 0.06 0.31 -0.09
N -1.908 -4.353 -1.473 -0.09 -0.06 -0.11
C -1.063 -4.155 -2.530 0.04 0.01 0.04
C -1.663 -4.673 -3.651 0.11 0.09 0.01
C -2.919 -5.198 -3.253 -0.14 -0.02 0.07
C -3.042 -4.984 -1.904 0.05 -0.02 -0.02
H -1.719 -4.075 -0.526 -0.05 -0.02 -0.18
H -0.113 -3.666 -2.395 -0.01 -0.02 -0.01
H -1.246 -4.672 -4.645 0.00 0.00 0.01
H -3.650 -5.678 -3.883 0.00 0.00 0.04
H -3.836 -5.226 -1.217 0.00 -0.02 -0.04
N -1.922 0.737 -5.710 -0.17 0.06 -0.12
C -2.684 1.505 -6.548 0.00 -0.01 -0.03
C -3.483 0.665 -7.279 0.02 0.15 0.02
C -3.196 -0.661 -6.864 0.08 -0.10 0.07
C -2.231 -0.585 -5.892 0.07 -0.04 -0.01
H -1.242 1.087 -5.061 -0.12 0.01 -0.02
H -2.591 2.578 -6.551 -0.02 -0.02 -0.02
H -4.195 0.968 -8.029 0.01 0.00 0.02
H -3.646 -1.567 -7.233 0.01 0.01 0.02
H -1.740 -1.353 -5.318 -0.07 -0.02 0.01
N -4.374 -8.113 -7.240 -0.11 0.10 0.02
C -5.694 -8.313 -7.540 -0.02 -0.02 0.02
C -6.429 -7.386 -6.846 -0.03 -0.11 -0.11
C -5.516 -6.593 -6.103 0.14 0.05 0.05
C -4.256 -7.065 -6.368 0.03 0.00 0.02
H -3.611 -8.651 -7.602 0.02 -0.01 -0.01
H -5.996 -9.095 -8.217 -0.02 0.02 0.02
H -7.502 -7.287 -6.871 0.02 0.00 0.00
H -5.756 -5.771 -5.450 0.01 -0.01 -0.02
H -3.290 -6.747 -6.014 -0.03 0.00 0.01
N -1.643 -3.699 4.137 -0.08 -0.05 0.11
C -2.561 -4.404 4.868 0.02 -0.03 0.01
C -1.931 -4.874 5.992 -0.15 0.00 -0.05
C -0.585 -4.432 5.939 0.11 0.08 -0.06
C -0.438 -3.708 4.784 0.02 -0.01 -0.02
H -1.825 -3.245 3.260 -0.03 0.00 0.18
H -3.577 -4.510 4.527 0.02 -0.01 0.03
H -2.388 -5.468 6.767 0.01 0.01 -0.02
H 0.189 -4.623 6.665 -0.01 0.01 -0.01
H 0.417 -3.201 4.368 -0.01 -0.03 0.02
N -1.626 1.773 3.809 -0.02 0.02 0.09
C -1.228 2.979 4.319 -0.01 0.01 -0.01
C -2.278 3.504 5.029 0.16 0.06 -0.02
C -3.348 2.578 4.946 -0.07 -0.14 -0.05
C -2.915 1.519 4.189 -0.01 0.01 -0.02
H -1.060 1.169 3.241 -0.05 0.02 -0.05
H -0.237 3.357 4.133 -0.01 0.03 0.00
H -2.277 4.448 5.549 0.00 -0.03 -0.01
H -4.324 2.675 5.392 0.02 -0.01 -0.01
H -3.411 0.612 3.889 -0.01 0.03 0.02
N 2.131 4.271 0.868 -0.08 -0.05 0.00
C 2.256 4.792 2.127 0.00 0.00 0.02
C 2.287 6.159 2.017 0.00 -0.09 0.17
C 2.173 6.474 0.639 -0.03 -0.04 -0.16
C 2.076 5.289 -0.044 0.03 0.00 0.01
H 2.088 3.291 0.647 0.12 -0.01 -0.04
H 2.313 4.148 2.989 0.04 0.01 -0.01
H 2.381 6.856 2.834 0.01 0.02 -0.04
H 2.163 7.457 0.198 0.00 -0.02 0.01
H 1.973 5.083 -1.097 0.01 0.03 0.02
N 1.836 7.098 5.717 0.04 0.06 0.09
C 3.131 7.505 5.889 0.03 0.01 -0.03
C 3.122 8.602 6.712 0.11 -0.09 -0.07
C 1.770 8.862 7.053 -0.15 -0.04 0.00
C 1.000 7.917 6.426 -0.02 0.02 -0.01
H 1.544 6.319 5.156 -0.03 -0.01 -0.01
H 3.944 6.983 5.412 0.00 0.03 0.01
H 3.989 9.154 7.035 -0.01 -0.02 -0.01
H 1.403 9.653 7.687 0.00 -0.02 -0.01
H -0.065 7.757 6.422 0.02 0.03 0.01
```
Forces are in eV/Å.

Results
HOMO energy ... -8.3 eV
Charge ... 0
Kohn-Sham gap ... 6.1487 eV

***

ORCA calculation (ωB97M-V/def2-TZVPD) on a molecular structure, C7H5Cl4CoS.

Structure (XYZ):
```
18
Properties=species:S:1:pos:R:3:forces:R:3
Co 0.845 -1.470 -1.115 -0.15 0.26 -0.13
Cl 0.328 -3.476 -2.282 0.14 -0.07 -0.07
C 2.008 -3.473 -2.936 -0.05 0.09 0.09
Cl 2.845 -2.018 -2.278 -0.01 -0.16 -0.08
H 1.961 -3.389 -4.016 0.00 0.00 -0.02
H 2.521 -4.359 -2.581 0.02 -0.02 0.00
Cl 0.670 -1.177 1.166 -0.06 0.10 0.17
C -0.214 0.362 1.243 0.11 -0.18 -0.24
C -0.478 0.828 2.484 -0.11 0.20 0.09
C -1.184 2.057 2.608 0.05 -0.08 0.09
C -1.591 2.760 1.504 0.01 -0.02 -0.01
C -1.313 2.271 0.230 0.02 -0.04 -0.01
Cl -1.819 3.149 -1.112 -0.01 0.02 -0.07
C -0.597 1.026 0.042 -0.03 0.06 0.35
S -0.291 0.495 -1.525 0.08 -0.15 -0.17
H -0.165 0.287 3.367 -0.01 0.01 0.01
H -1.398 2.434 3.600 0.00 -0.01 0.00
H -2.127 3.694 1.603 0.00 0.00 0.00
```
Forces are in eV/Å.

Results
Energy above the lowest of the compared OMol25 structures with the same formula, charge and spin ... 0.0 kcal/mol
Spin multiplicity ... 5
HOMO energy (spin up / spin down) ... -16.4 / -16.8 eV
Charge ... +2
Kohn-Sham gap (spin up / spin down) ... 9.3147 / 6.2563 eV

***

ORCA calculation (ωB97M-V/def2-TZVPD) on C4H6N2OS in the gas phase.

Structure (XYZ):
```
14
Properties=species:S:1:pos:R:3:forces:R:3
C -0.754 1.285 -0.997 -0.64 4.19 -0.94
C 0.512 0.736 -0.630 1.58 -0.43 1.04
N 1.686 1.310 -0.765 -1.69 0.33 -0.57
O 2.567 0.440 -0.298 0.96 -0.07 -0.09
N 1.988 -0.659 0.133 -0.52 -1.75 1.06
C 0.687 -0.536 0.011 2.29 1.08 -0.97
C -0.259 -1.498 0.582 -2.71 -0.94 -0.48
S -0.343 -1.211 2.406 -0.26 -0.16 -0.12
H -0.723 1.762 -2.014 0.08 -0.53 0.78
H -1.413 0.483 -1.051 -1.77 -0.96 0.10
H -1.093 2.168 -0.325 0.33 -1.79 -0.77
H -1.359 -1.198 0.219 2.51 -1.14 0.52
H -0.036 -2.625 0.362 -0.39 2.31 0.37
H -1.460 -0.456 2.366 0.24 -0.15 0.08
```
Forces are in eV/Å.

Results
Energy above the lowest of the compared OMol25 structures with the same formula, charge and spin ... 95.8 kcal/mol
HOMO energy ... -9.6 eV
Charge ... 0
Kohn-Sham gap ... 10.0960 eV

***

It is found that the largest force on an atom values, taken in the order of the records, are 2.43 1.67 5.01 3.87 0.35 4.35 eV Å⁻¹.